{
  "formula": "C50H53N12O3SSc",
  "method": "the ωB97M-V functional and the def2-TZVPD basis",
  "species": ["Sc", "C", "C", "C", "C", "C", "N", "C", "C", "C", "C", "C", "C", "C", "N", "C", "C", "C", "N", "C", "C", "N", "C", "C", "C", "N", "H", "H", "H", "H", "H", "H", "H", "H", "H", "H", "H", "H", "H", "H", "H", "H", "H", "H", "O", "N", "O", "C", "C", "C", "C", "C", "C", "N", "C", "C", "N", "C", "C", "C", "C", "H", "H", "H", "H", "H", "H", "H", "C", "C", "N", "C", "C", "C", "S", "N", "C", "O", "C", "C", "C", "C", "C", "C", "H", "H", "H", "H", "H", "H", "H", "H", "H", "H", "H", "H", "H", "H", "H", "C", "C", "N", "C", "C", "N", "C", "C", "H", "H", "H", "H", "H", "H", "H", "H", "H", "H", "H", "H", "H"],
  "positions_angstrom": [[0.667, -0.381, 0.497], [-1.355, -0.668, -6.003], [-0.543, -0.371, -4.777], [-0.169, 0.929, -4.439], [0.524, 1.194, -3.277], [0.931, 0.176, -2.405], [1.597, 0.477, -1.197], [2.735, 1.257, -1.356], [3.466, 1.203, -2.563], [4.580, 1.968, -2.802], [5.046, 2.871, -1.845], [6.241, 3.739, -2.103], [4.371, 2.912, -0.642], [3.268, 2.093, -0.368], [2.733, 2.174, 0.966], [3.341, 2.785, 2.002], [2.467, 2.809, 3.063], [1.339, 2.149, 2.589], [1.496, 1.741, 1.327], [0.630, -1.127, -2.801], [-0.135, -1.391, -3.934], [1.171, -2.234, -2.096], [1.592, -3.401, -2.623], [2.105, -4.160, -1.598], [1.956, -3.362, -0.463], [1.396, -2.195, -0.770], [-1.671, 0.250, -6.497], [-2.249, -1.236, -5.747], [-0.784, -1.255, -6.722], [-0.458, 1.747, -5.086], [0.793, 2.214, -3.027], [3.122, 0.524, -3.330], [5.093, 1.873, -3.750], [6.145, 4.276, -3.047], [7.150, 3.140, -2.162], [6.378, 4.473, -1.311], [4.697, 3.629, 0.095], [4.343, 3.158, 1.924], [2.635, 3.223, 4.039], [0.422, 1.944, 3.108], [-0.403, -2.415, -4.161], [1.525, -3.586, -3.679], [2.530, -5.143, -1.665], [2.199, -3.594, 0.560], [3.039, -2.839, 7.547], [3.215, -3.069, 6.376], [3.994, -3.876, 5.917], [2.381, -2.320, 5.413], [1.145, -1.987, 5.828], [0.246, -1.309, 4.942], [-1.062, -0.951, 5.315], [-1.863, -0.308, 4.407], [-1.347, -0.025, 3.135], [-0.121, -0.341, 2.771], [0.670, -0.990, 3.651], [1.999, -1.364, 3.220], [2.341, -1.050, 1.948], [3.568, -1.299, 1.529], [4.534, -1.885, 2.353], [4.191, -2.256, 3.627], [2.883, -2.011, 4.095], [0.833, -2.240, 6.832], [-1.421, -1.190, 6.307], [-2.877, -0.027, 4.650], [-1.955, 0.458, 2.380], [3.793, -1.030, 0.502], [5.531, -2.055, 1.975], [4.913, -2.736, 4.270], [-1.366, -6.199, 0.819], [-2.367, -5.219, 1.407], [-2.719, -4.143, 0.477], [-3.867, -4.377, -0.410], [-3.465, -4.843, -1.799], [-1.982, -3.037, 0.382], [-0.623, -2.838, 1.383], [-2.450, -2.177, -0.582], [-2.092, -0.951, -0.775], [-1.217, -0.256, -0.110], [-2.811, -0.230, -1.869], [-2.527, 1.099, -2.147], [-3.233, 1.784, -3.125], [-4.229, 1.139, -3.840], [-4.508, -0.198, -3.580], [-3.808, -0.877, -2.599], [-1.116, -6.955, 1.562], [-0.450, -5.686, 0.529], [-1.771, -6.711, -0.052], [-1.970, -4.765, 2.314], [-3.296, -5.725, 1.671], [-4.457, -3.463, -0.465], [-4.479, -5.132, 0.083], [-2.787, -4.128, -2.262], [-4.351, -4.934, -2.425], [-2.977, -5.816, -1.773], [-1.708, 1.569, -1.624], [-2.983, 2.811, -3.360], [-4.781, 1.667, -4.605], [-5.278, -0.708, -4.141], [-4.024, -1.913, -2.384], [-1.969, 5.779, 1.415], [-1.392, 4.521, 2.111], [-1.381, 3.399, 1.186], [-2.750, 3.029, 0.853], [-3.516, 4.239, 0.277], [-2.507, 5.334, 0.081], [-1.387, 4.851, -0.799], [-0.637, 3.757, -0.010], [-1.215, 6.539, 1.210], [-2.795, 6.238, 1.956], [-1.988, 4.256, 2.983], [-0.373, 4.719, 2.445], [-3.251, 2.667, 1.750], [-2.727, 2.213, 0.129], [-4.276, 4.634, 0.950], [-3.969, 4.036, -0.694], [-2.962, 6.126, -0.373], [-0.770, 5.717, -1.037], [-1.850, 4.480, -1.713], [0.351, 4.103, 0.292], [-0.488, 2.873, -0.628]],
  "mulliken_charge": [-1.389, -1.839, 0.587, -1.056, 0.266, -0.198, 1.514, 0.480, -0.490, -1.164, 0.174, -1.704, -0.919, -0.186, 0.496, -0.426, -1.881, -0.817, 1.498, 0.043, -0.526, 0.367, -0.267, -1.717, -0.673, 1.468, 0.374, 0.386, 0.387, 0.381, 0.543, 0.631, 0.464, 0.384, 0.336, 0.366, 0.355, 0.523, 0.589, 0.718, 0.477, 0.622, 0.525, 0.521, -0.567, 0.979, -0.567, 0.021, -1.066, 1.479, -1.055, -1.146, -0.660, 1.216, -0.694, -0.112, 1.159, -0.629, -1.481, -0.921, 0.853, 0.565, 0.499, 0.548, 0.244, 0.757, 0.533, 0.619, -0.818, -0.779, 0.103, -0.568, -0.874, 0.374, -0.502, 0.101, -0.719, 0.955, 0.743, 0.787, -0.559, -0.913, -0.987, -0.387, 0.399, 0.145, 0.298, 0.394, 0.431, 0.398, 0.407, 0.035, 0.351, 0.367, -0.382, 0.522, 0.448, 0.466, 0.381, -0.760, -0.595, 0.316, 0.092, -0.982, -0.031, -0.997, 0.674, 0.353, 0.330, 0.531, 0.317, 0.747, -0.553, 0.260, 0.474, 0.312, 0.363, 0.221, 0.681, -1.164],
  "relative_energy_kj_mol": 15.23,
  "e_homo_ev": -11.27,
  "lumo_ev": -5.1,
  "gap_ev": 6.2,
  "total_charge": 2,
  "e_tot_ev": -108260.5160
}